Entry 1:
A molecular structure, C23H36N4O5SSi2Sn. Source: the OMol25 dataset; level of theory: ωB97M-V/def2-TZVPD.

Last column: Löwdin charge in e.
Atoms and positions in Å:
Sn  -0.158311  -0.148716  0.154126  0.90
O  3.603019  0.524162  -0.703777  0.11
C  2.858591  1.624938  -0.489235  -0.52
O  2.625050  1.953595  0.632168  0.10
C  2.243875  2.348512  -1.681767  -0.20
C  2.677951  3.661686  -1.934011  -0.03
C  2.140578  4.368962  -2.993426  -0.07
C  1.364383  3.682006  -3.928127  -0.08
C  0.944716  2.412496  -3.641352  -0.13
C  1.288503  1.723197  -2.470781  -0.54
S  0.629294  0.020420  -2.190606  0.59
H  3.382729  4.028207  -1.222482  0.12
H  2.464726  5.377686  -3.242069  0.11
H  1.164589  4.190463  -4.866960  0.11
H  0.324641  1.844719  -4.389240  0.12
N  4.104436  -2.302263  -1.669456  0.05
C  2.912639  -2.464478  -0.904209  -0.43
C  2.264771  -3.843692  -1.136399  -0.11
C  0.901428  -3.828603  -0.439995  -0.33
N  0.110704  -2.745829  -1.086927  -0.03
C  0.948121  -3.557098  1.107459  -0.06
C  1.985151  -2.413767  1.471571  -0.27
N  1.318598  -1.060199  1.436864  -0.03
C  3.277387  -2.356548  0.585898  -0.10
H  4.080997  -2.623255  -2.617713  0.07
H  4.900961  -2.694908  -1.169849  0.09
H  3.509156  0.275633  -1.618862  0.09
H  2.142338  -1.725883  -1.196455  0.04
H  2.829463  -4.717056  -0.788613  0.13
H  2.059218  -4.063896  -2.178757  0.11
H  0.357976  -4.759916  -0.566467  0.13
H  -0.885460  -2.892826  -0.929133  0.04
H  0.206731  -2.776415  -2.070931  0.05
H  1.153407  -4.476849  1.655227  0.12
H  -0.015925  -3.288238  1.482084  0.08
H  2.308297  -2.566316  2.512852  0.14
H  2.069285  -0.427223  1.663736  0.10
H  0.757480  -1.056978  2.307814  0.04
H  3.862912  -3.268311  1.004133  0.15
H  3.883570  -1.495697  0.825830  0.10
C  -0.335462  2.811461  2.632673  -0.18
Si  -0.769768  2.231371  0.919597  0.52
C  -0.373629  3.615055  -0.321493  -0.18
C  -2.668573  1.902012  0.875963  -0.28
C  -3.426012  3.067340  1.107016  -0.10
C  -4.782661  2.991404  1.423441  -0.05
C  -5.405032  1.712873  1.433704  -0.10
C  -4.728855  0.582916  1.170926  -0.12
C  -3.350118  0.660031  0.863183  -0.32
Si  -2.674187  -0.853720  0.067154  0.50
C  -3.146729  -1.015952  -1.768792  -0.21
C  -2.925943  -2.384590  1.143289  -0.21
H  -0.993882  3.626813  2.857133  0.02
H  0.716252  3.036308  2.743120  0.03
H  -0.586248  2.024065  3.340390  0.02
H  -1.010386  4.534899  -0.295556  0.06
H  -0.503610  3.231606  -1.330749  0.02
H  0.662671  3.824256  -0.275883  -0.01
H  -2.919696  3.987200  1.187982  0.08
H  -5.385608  3.823074  1.644403  0.08
H  -6.477367  1.595258  1.715742  0.12
H  -5.201571  -0.405367  1.073715  0.11
H  -4.214658  -1.174392  -1.967153  0.03
H  -2.500761  -1.819554  -2.189123  0.02
H  -2.960446  -0.126854  -2.400243  0.04
H  -2.935978  -2.203534  2.241648  0.05
H  -2.227297  -3.216295  0.883678  0.02
H  -3.885636  -2.888028  0.985820  0.03
O  0.273601  -1.319371  4.155529  -0.05
N  -0.917680  -0.949952  3.910080  -0.53
O  -1.855359  -1.093902  4.674984  0.04
O  -1.087350  -0.288154  2.785663  -0.22

Forces on the atoms, in the same order (eV/Å):
-0.9 0.5 -0.2
-0.2 0.7 0.3
-0.8 -0.3 -0.7
0.1 0.5 1.2
0.8 -0.5 0.5
-0.9 -0.9 0.1
0.9 -0.1 -0.5
0.4 0.8 0.4
-1.5 -1.8 -1.2
0.1 -0.5 -0.3
0.7 1.4 -0.3
0.4 0.7 0.2
0.0 -0.1 0.3
-0.4 -0.3 0.1
0.5 0.8 0.8
1.4 0.9 0.2
0.0 -1.4 0.4
-1.0 -0.2 0.9
-0.8 0.5 0.7
-0.6 -0.3 1.4
1.8 0.7 -1.1
0.0 -0.4 -0.6
0.2 -1.0 0.8
-1.1 -2.2 1.2
-0.1 -0.3 -0.3
-0.2 0.1 -0.5
0.3 -0.5 -0.9
0.7 -0.1 0.3
0.4 0.4 0.2
0.1 0.3 -0.5
0.2 -0.5 -0.1
0.2 0.0 0.2
0.4 0.0 -1.3
0.5 0.0 -0.1
-0.8 0.5 0.1
-0.2 0.2 -0.2
0.2 0.8 -0.2
-0.1 0.2 0.2
-0.6 1.2 -1.3
0.0 0.4 -0.1
-0.1 -1.1 0.0
-0.4 0.3 -0.5
-1.5 -0.3 -0.3
-0.2 0.0 0.2
-1.0 -1.4 0.8
0.5 -2.3 -0.6
-1.9 1.8 1.0
1.9 -1.2 -1.1
-0.2 0.6 -0.4
1.3 -0.3 0.4
0.2 0.1 -0.3
-0.4 -1.1 0.0
-0.1 0.8 0.2
0.2 0.4 0.0
0.0 -0.1 0.0
0.6 -0.7 0.4
-0.2 -0.2 -0.2
1.0 0.7 0.4
0.4 1.2 -0.1
-0.4 1.1 0.2
0.8 0.5 -0.3
-0.1 0.6 0.4
0.2 -0.6 0.3
-0.7 0.3 0.0
0.4 -0.1 0.7
0.5 0.2 -0.8
-0.1 0.7 0.4
-0.3 0.3 -0.3
-1.3 -0.2 -0.2
0.7 1.4 -0.9
0.7 -0.3 -0.4
-0.1 -1.1 1.2

Total energy, hartree: -2684.6658
Highest occupied orbital energy, eV: -7.8715
Kohn-Sham gap, eV: 8.1
Relative energy (zero: lowest compared OMol25 entry of this formula, charge and spin), kcal/mol: 30.63


Entry 2:
A molecular structure, C23H36P2Re. Source: the OMol25 dataset; level of theory: ωB97M-V/def2-TZVPD.

Last column: Löwdin charge in e.
Atoms and positions in Å:
P  0.480286  -1.795723  -0.095613  0.75
P  -0.159989  1.375312  0.510054  0.72
C  0.820448  -0.480579  -1.397787  -0.37
C  0.926705  0.971148  -0.912848  -0.36
H  0.008759  -0.541431  -2.127671  0.04
H  1.745035  -0.763817  -1.919592  0.09
H  1.976528  1.198715  -0.633589  0.10
H  0.666040  1.674104  -1.719095  0.06
C  -1.553428  2.445810  0.043229  -0.21
H  -1.528445  3.315621  0.710471  0.06
H  -2.496758  1.924518  0.235419  0.04
H  -1.506078  2.772457  -1.005087  0.05
C  0.922697  2.553199  1.371247  -0.20
H  0.695804  3.584680  1.081235  0.08
H  1.971332  2.334409  1.152643  0.06
H  0.763396  2.427202  2.445956  0.01
C  -0.414994  -3.163977  -0.938793  -0.19
H  -0.181386  -4.121828  -0.444434  0.08
H  -0.136333  -3.228180  -1.997503  0.02
H  -1.494333  -2.990144  -0.851593  0.06
C  2.102259  -2.542036  0.225864  -0.20
H  2.805795  -1.767889  0.548671  0.06
H  2.503841  -3.052330  -0.662547  0.08
H  2.008722  -3.280315  1.029448  0.06
Re  -0.898911  -0.663750  1.226121  0.99
C  0.289462  1.084075  -4.019579  -0.13
C  -1.013519  1.056301  -3.702347  -0.12
C  -2.080465  0.352566  -4.472341  -0.17
C  -1.732475  -1.082897  -4.927000  -0.17
C  -0.950306  -1.889392  -3.930320  -0.11
C  0.388357  -1.984132  -3.898311  -0.17
C  1.383246  -1.193680  -4.669793  -0.17
C  1.032598  0.280484  -5.029369  -0.16
C  -0.669464  -2.283338  2.545450  -0.27
H  0.885902  1.911752  -3.606920  0.11
H  -1.391747  1.737143  -2.928901  0.09
H  -2.367023  0.918541  -5.375181  0.13
H  -2.974962  0.331021  -3.831542  0.11
H  -2.674360  -1.621001  -5.125920  0.12
H  -1.196037  -1.057829  -5.887676  0.12
H  -1.560060  -2.529655  -3.282372  0.10
H  0.860611  -2.819042  -3.366132  0.10
H  1.590561  -1.708487  -5.621027  0.13
H  2.332151  -1.214407  -4.111106  0.11
H  1.988339  0.810819  -5.204126  0.12
H  0.510815  0.289488  -5.999152  0.12
H  -0.129730  -1.955097  3.455103  0.02
H  -0.225015  -3.235378  2.233930  0.00
H  -1.726981  -2.457018  2.824773  0.03
C  -0.469759  0.338945  2.831202  -0.21
C  -0.144791  1.062120  3.865423  0.03
C  -0.098355  1.340479  5.256734  -0.23
C  -1.190845  1.934074  5.940122  0.00
C  -1.097087  2.254975  7.290813  -0.03
C  0.085598  1.981340  7.987450  -0.01
C  1.168038  1.361456  7.345725  -0.03
C  1.077523  1.045585  5.994302  0.00
H  -2.082529  2.145998  5.347260  0.13
H  -1.972509  2.679333  7.785613  0.13
H  0.155949  2.245681  9.036179  0.13
H  2.060233  1.091138  7.917895  0.13
H  1.911615  0.592852  5.456940  0.13

Forces on the atoms, in the same order (eV/Å):
3.2 -0.4 -3.2
1.9 1.9 -2.1
-0.1 -0.1 0.2
0.6 0.2 -0.2
0.2 -0.1 0.2
-0.3 0.0 0.0
-0.6 -0.1 0.0
0.2 -0.5 0.2
-0.5 0.1 0.0
0.0 -0.1 -0.2
0.1 0.2 -0.3
0.0 -0.1 0.3
0.2 -0.1 0.7
0.0 -0.3 -0.1
-0.2 0.0 0.1
0.2 0.5 -0.2
-0.5 0.0 0.7
-0.1 0.5 0.0
-0.1 0.2 0.6
0.0 -0.2 -0.2
0.1 0.0 0.9
-0.1 -0.1 -0.1
-0.4 0.3 0.1
0.1 0.1 -0.1
-3.3 0.6 4.9
-0.5 1.0 0.3
0.6 0.7 -0.7
-0.6 -0.7 0.2
-0.2 0.1 -0.3
0.5 -0.5 -0.3
-0.9 -0.8 -0.4
0.3 0.5 -0.4
0.4 -0.1 -0.8
0.4 -1.4 0.7
-0.2 -0.6 0.3
0.3 0.0 -0.3
0.2 0.1 0.4
0.1 -0.1 -0.3
0.3 0.2 0.0
-0.1 0.0 0.4
0.3 0.1 -0.3
-0.2 0.4 0.1
0.1 0.0 0.2
-0.2 0.0 -0.2
-0.4 -0.4 -0.1
0.1 0.0 0.3
-0.4 -0.4 -0.5
-0.2 0.1 0.0
0.2 0.0 0.0
0.9 1.7 1.7
-1.8 -2.8 -1.2
0.5 0.3 -0.1
-0.2 0.2 -0.2
-0.3 -0.3 -0.7
0.0 -0.1 -0.2
-0.1 -0.3 -0.4
0.5 0.2 0.1
0.1 0.0 0.4
0.4 0.0 -0.1
0.0 -0.1 -0.1
-0.3 0.2 -0.3
-0.1 0.1 0.3

Total energy, hartree: -1658.1326
Spin multiplicity: 4
Net charge: +2
Highest occupied orbital energy (alpha / beta), eV: -13.9237 / -13.9030
Kohn-Sham gap (alpha / beta), eV: 5.8 / 4.9
Relative energy (zero: lowest compared OMol25 entry of this formula, charge and spin), kcal/mol: 13.14